[1]
{"formula": "C16H54BeF6NO25S2", "method": "wB97M-V/def2-TZVPD", "gap_ev": [5.370, 2.086], "spin_multiplicity": 2, "s_squared": 0.75, "charge": 2, "e_tot_ev": -108497.443, "species": ["Be", "C", "F", "F", "F", "S", "O", "O", "N", "S", "O", "O", "C", "F", "F", "F", "O", "H", "H", "O", "H", "H", "O", "H", "H", "O", "H", "H", "O", "H", "H", "O", "H", "H", "O", "H", "H", "O", "H", "H", "O", "H", "H", "C", "C", "C", "O", "C", "O", "O", "H", "H", "H", "H", "H", "H", "C", "C", "C", "O", "C", "O", "O", "H", "H", "H", "H", "H", "H", "C", "O", "H", "H", "H", "H", "C", "O", "H", "H", "H", "H", "C", "O", "H", "H", "H", "H", "C", "O", "H", "H", "H", "H", "C", "O", "H", "H", "H", "H", "C", "O", "H", "H", "H", "H"], "positions_angstrom": [[-13.2127, -28.6806, 32.1978], [-15.6507, -32.2109, 30.7784], [-14.6431, -32.8552, 31.3786], [-16.1910, -32.9407, 29.8574], [-16.5687, -31.9602, 31.7421], [-15.0194, -30.5488, 29.9288], [-13.6051, -30.7778, 29.7548], [-15.6481, -30.4709, 28.6899], [-15.3363, -29.2256, 31.0658], [-16.8714, -29.0208, 31.0874], [-17.7938, -29.9634, 30.4918], [-17.1644, -28.6476, 32.4252], [-17.1666, -27.3687, 30.0516], [-17.0488, -27.6500, 28.7353], [-18.2981, -26.7280, 30.3142], [-16.0568, -26.5744, 30.2522], [-14.2737, -27.5812, 34.0348], [-15.1898, -27.7149, 34.2780], [-13.9836, -26.8526, 34.5836], [-15.7671, -32.4740, 34.4915], [-15.7989, -33.1128, 35.2037], [-16.2730, -32.8763, 33.7855], [-13.4265, -26.0634, 31.7304], [-13.8488, -25.5226, 32.3978], [-13.4127, -25.5120, 30.9481], [-15.8403, -31.0876, 25.7706], [-15.4464, -31.3355, 26.6070], [-16.7319, -31.4333, 25.8135], [-12.7279, -28.1662, 29.6315], [-11.9318, -28.4839, 29.2054], [-13.2460, -27.7883, 28.9209], [-16.1344, -29.4362, 35.0067], [-16.1760, -30.3916, 35.0458], [-16.5843, -29.2095, 34.1928], [-12.8950, -31.3182, 27.1261], [-12.6210, -30.4245, 26.9201], [-13.0107, -31.3208, 28.0763], [-14.2263, -26.7845, 27.4851], [-13.9312, -25.9309, 27.1682], [-14.9223, -27.0381, 26.8788], [-13.8052, -30.9059, 33.4653], [-13.3092, -30.7991, 34.2770], [-14.5186, -31.5008, 33.6966], [-17.2004, -36.5153, 29.7562], [-16.2422, -36.3615, 30.9711], [-16.2526, -37.5358, 31.9340], [-14.8675, -37.7660, 32.0846], [-14.1441, -37.0345, 31.2450], [-12.9648, -37.0449, 31.1920], [-14.9200, -36.3022, 30.5151], [-16.9512, -35.8222, 28.9527], [-18.2484, -36.2864, 29.9496], [-17.1311, -37.5270, 29.3564], [-16.4682, -35.4156, 31.4633], [-16.6402, -38.4473, 31.4791], [-16.6302, -37.2378, 32.9121], [-19.5814, -33.0822, 30.2731], [-21.0599, -33.7829, 30.2106], [-21.9904, -32.9749, 29.3307], [-22.8235, -33.8427, 28.7999], [-22.2681, -35.0674, 28.8576], [-22.7106, -36.1765, 28.5151], [-21.0418, -34.8929, 29.3773], [-19.6852, -32.2347, 30.9507], [-19.2138, -32.6678, 29.3344], [-18.8853, -33.8075, 30.6945], [-21.3727, -34.2337, 31.1524], [-21.3806, -32.5364, 28.5408], [-22.4930, -32.1113, 29.7663], [-10.2994, -30.9166, 32.7235], [-11.2696, -30.2822, 31.9804], [-10.5347, -31.9669, 32.8957], [-9.3549, -30.7276, 32.2133], [-10.2783, -30.3766, 33.6701], [-10.9858, -30.5900, 31.1165], [-12.8231, -34.2108, 28.3861], [-12.1505, -33.9363, 27.1638], [-13.2534, -35.2112, 28.3396], [-12.1551, -33.9741, 29.2143], [-13.6652, -33.5243, 28.4732], [-12.4042, -33.0521, 26.8892], [-19.2692, -28.8060, 35.1341], [-19.2982, -27.7370, 34.2097], [-20.1106, -28.8523, 35.8255], [-19.1112, -29.6978, 34.5276], [-18.3905, -28.7608, 35.7774], [-20.0681, -27.8518, 33.6479], [-21.1881, -27.4615, 29.1730], [-22.1592, -28.2659, 28.5617], [-21.4207, -27.2700, 30.2206], [-20.2287, -27.9689, 29.0727], [-21.0415, -26.5354, 28.6172], [-22.9114, -27.7081, 28.3505], [-20.7234, -24.9501, 32.2849], [-22.0230, -24.4522, 31.9686], [-20.2207, -25.3583, 31.4081], [-19.9569, -24.2536, 32.6245], [-20.8968, -25.7605, 32.9930], [-22.1448, -24.2168, 31.0460], [-17.2792, -25.2918, 33.7043], [-16.9108, -26.3132, 34.6066], [-17.3234, -25.7905, 32.7361], [-18.1722, -24.7727, 34.0523], [-16.5098, -24.5208, 33.7444], [-17.6260, -26.9388, 34.4696]], "forces_ev_per_a": [[-2.321, -0.020, -0.210], [-0.172, 1.568, 1.576], [-0.092, 0.217, -0.617], [-0.077, -0.565, -0.738], [0.623, -0.138, -0.524], [1.250, 0.109, 2.329], [0.834, -0.085, 1.668], [-2.225, 0.466, -1.882], [4.124, -3.783, -2.690], [-4.952, 2.576, -0.012], [1.748, 0.282, -0.172], [-0.179, 0.691, 1.195], [2.237, -0.427, -0.774], [-1.026, -0.279, 0.672], [1.068, -0.639, -0.020], [-1.377, -0.223, 0.818], [1.827, -0.717, -1.598], [-1.021, -0.354, 0.149], [0.344, 0.273, 0.141], [-0.010, 0.156, -0.114], [0.134, -0.162, 0.422], [-0.314, -0.058, -0.258], [0.341, -0.985, 0.286], [-0.275, 0.000, 0.358], [0.128, -0.061, -0.484], [0.252, -0.020, -0.218], [0.064, 0.108, 0.223], [-0.315, -0.020, -0.090], [0.514, -0.302, 1.382], [0.306, -0.057, 0.029], [-0.891, 0.629, -0.550], [0.310, 0.252, 0.343], [-0.025, -0.364, 0.072], [-0.451, 0.001, -0.489], [0.276, -1.165, -0.270], [0.088, 0.210, -0.468], [-0.342, 0.459, 0.722], [0.342, -0.250, 0.390], [0.148, 0.289, -0.082], [-0.312, -0.224, -0.131], [1.465, 1.435, -1.070], [0.065, 0.002, 0.379], [-0.868, -0.385, 0.321], [0.405, 0.087, 0.193], [-2.666, 0.425, -1.333], [0.479, 0.248, -0.201], [0.863, -0.779, 1.112], [0.632, -1.345, 1.464], [1.367, 0.152, -0.316], [-0.517, 1.874, -2.109], [0.361, 0.056, 0.049], [0.020, -0.217, 0.518], [-0.023, 0.002, -0.006], [0.062, 0.083, 0.230], [-0.628, 0.169, 0.397], [-0.429, -0.555, -0.181], [-2.255, -0.916, 0.768], [2.666, 1.776, -0.624], [2.207, 4.237, 1.858], [-3.785, -3.430, -1.610], [-1.009, -3.908, -1.306], [1.162, 4.373, 0.935], [1.300, -2.608, -0.685], [0.142, -0.026, 0.180], [-0.311, -0.420, -0.189], [0.100, 0.084, -0.051], [-0.230, 1.129, 0.559], [0.366, 0.076, -0.159], [-0.298, -0.306, 0.342], [1.419, 0.232, 2.463], [-2.154, 1.267, -2.002], [0.180, -0.022, -0.098], [0.299, -0.524, 0.356], [0.379, -0.430, 0.240], [-1.173, 0.645, -0.815], [-1.505, 0.662, -1.415], [0.189, -2.290, 1.472], [0.892, -0.579, 0.361], [0.633, -0.521, 0.341], [0.058, 0.334, 0.040], [-0.403, 2.682, -0.897], [0.574, -0.706, 0.086], [-0.084, 0.676, 0.399], [-0.341, -0.053, -0.422], [-0.476, -0.569, 0.389], [0.103, 0.538, -0.208], [0.013, 0.100, -0.077], [0.544, 0.092, -0.360], [-0.309, -0.284, -0.177], [0.105, 0.136, 0.107], [-0.057, -0.250, 0.292], [-0.154, 0.359, 0.172], [-0.151, -0.110, -0.027], [-0.258, -0.509, -1.059], [0.327, 0.178, 0.537], [-0.238, -0.433, -0.273], [-0.631, 0.587, 0.584], [0.332, 0.201, 0.193], [0.441, 0.011, -0.001], [0.707, 0.273, 0.339], [0.490, -0.250, 0.422], [-0.462, 0.781, -0.417], [-0.374, -0.301, -0.430], [0.235, -0.082, -0.321], [-0.376, -0.540, 0.352]]}

[2]
{"formula": "C16H55FeO12", "method": "wB97M-V/def2-TZVPD", "relative_energy_kcal_mol": 563.5, "gap_ev": [7.061, 8.509], "spin_multiplicity": 5, "s_squared": 6.01, "charge": 1, "e_tot_ev": -76407.698, "species": ["Fe", "C", "C", "O", "H", "H", "H", "H", "H", "C", "C", "O", "H", "H", "H", "H", "H", "H", "C", "C", "O", "H", "H", "H", "H", "H", "H", "C", "C", "O", "H", "H", "H", "H", "H", "H", "C", "C", "O", "H", "H", "H", "H", "H", "H", "C", "C", "O", "H", "H", "H", "H", "H", "H", "C", "C", "O", "H", "H", "H", "H", "H", "H", "C", "C", "O", "H", "H", "H", "H", "H", "H", "O", "H", "H", "O", "H", "H", "O", "H", "H", "O", "H", "H"], "positions_angstrom": [[2.2177, -0.0236, 2.1605], [0.1494, 0.8887, 0.0760], [1.1125, -0.2927, -0.0551], [1.5169, -0.9589, 1.1203], [0.0864, 1.3542, -0.9076], [0.5840, 1.6314, 0.7450], [-0.7840, 0.4363, 0.4111], [2.0448, 0.0032, -0.5361], [0.5379, -0.9622, -0.6952], [-0.4733, 3.3129, -1.3612], [-0.5252, 4.4143, -0.2224], [0.1864, 4.1641, 0.9839], [-0.6862, 2.2709, -1.1224], [0.5408, 3.2884, -1.7599], [-1.0790, 3.6795, -2.1899], [-1.5609, 4.5307, 0.0965], [-0.2834, 5.3746, -0.6780], [-0.4472, 4.0664, 1.6985], [-2.5948, 2.0499, 3.1570], [-1.9874, 0.8234, 2.5947], [-1.0183, 0.2291, 3.4803], [-1.9258, 2.8733, 3.4072], [-3.1255, 1.6813, 4.0349], [-3.4231, 2.4027, 2.5425], [-1.4537, 1.0664, 1.6760], [-2.7390, 0.0737, 2.3474], [-0.5787, -0.4320, 2.9405], [1.3703, -0.2076, -3.1080], [-0.0749, 0.2343, -2.8293], [-1.0346, 0.2462, -3.8388], [2.0232, -0.1830, -2.2356], [1.8222, 0.4277, -3.8698], [1.3366, -1.1746, -3.6098], [0.1077, 1.2690, -2.5391], [-0.4203, -0.1341, -1.8633], [-1.6554, -0.4725, -3.6988], [-0.3891, -4.5684, 0.0504], [-0.2612, -3.3137, -0.7624], [-1.6038, -2.9273, -1.1788], [-0.8522, -5.3237, -0.5847], [-0.9078, -4.5072, 1.0071], [0.6709, -4.7630, 0.2138], [0.4099, -3.4817, -1.6047], [0.1369, -2.5201, -0.1301], [-1.6838, -2.0201, -1.4825], [-2.4943, 0.8683, -0.6455], [-3.0199, 1.3655, -2.0898], [-4.0680, 2.3381, -1.8845], [-3.2303, 0.3664, -0.0173], [-2.0802, 1.6632, -0.0253], [-1.6316, 0.2190, -0.7946], [-3.5150, 0.5128, -2.5544], [-2.1928, 1.7238, -2.7028], [-4.8326, 1.9120, -1.4902], [4.6048, -1.3829, -2.1349], [3.5798, -0.5118, -1.4045], [4.0912, 0.0999, -0.1963], [4.8173, -2.2386, -1.4940], [5.5482, -0.8416, -2.2058], [4.4261, -1.6739, -3.1700], [2.7333, -1.1393, -1.1256], [3.1402, 0.3392, -1.9248], [4.5286, -0.6571, 0.2002], [-2.7857, -1.6134, 1.4176], [-1.3219, -1.6459, 0.9913], [-0.5594, -0.8496, 1.8850], [-3.2521, -0.6815, 1.0978], [-2.8903, -1.7076, 2.4985], [-3.3910, -2.3853, 0.9424], [-1.1975, -1.2499, -0.0166], [-1.0083, -2.6871, 1.0663], [0.3174, -0.9198, 1.5005], [1.3975, -0.9379, 3.1214], [0.9398, -1.6427, 2.6631], [1.5210, -1.2704, 4.0104], [2.9381, 0.9551, 1.2294], [3.3614, 0.9212, 0.3716], [3.0381, 1.8646, 1.5106], [2.0866, -2.9926, 0.3554], [2.2195, -2.0714, 0.1321], [1.8215, -2.9808, 1.2751], [1.1956, 1.1174, 2.5618], [0.5822, 1.4967, 1.9325], [1.2967, 1.7910, 3.2343]], "forces_ev_per_a": [[14.610, -3.535, 7.834], [2.102, -1.353, 0.560], [-0.363, 1.090, -1.757], [-4.309, -5.186, -11.856], [0.815, -1.237, 1.363], [-0.595, 0.515, -1.691], [1.414, 1.379, 0.005], [-1.989, 0.453, 0.517], [0.903, -0.352, -0.116], [0.684, 1.717, 0.426], [-1.739, -0.995, -0.646], [0.956, -0.500, -0.148], [-1.289, 2.304, -0.174], [0.352, 0.078, -0.043], [-0.229, -0.046, 0.125], [-0.301, -0.043, -0.388], [0.587, -0.052, 0.201], [-0.094, 0.157, -0.080], [-1.322, -0.237, 0.865], [1.405, -0.027, 0.602], [-3.003, 4.839, 5.469], [0.099, -0.130, 0.060], [0.204, 0.564, 0.574], [0.217, 0.222, -0.416], [-0.539, 0.257, 0.324], [0.227, 1.336, 0.620], [-0.712, 0.403, 2.159], [-1.359, -0.697, -1.665], [1.451, 1.500, 0.913], [0.416, -0.609, -0.417], [-2.459, -0.396, -1.611], [-0.075, 0.356, 0.008], [0.334, -0.465, 0.375], [-0.459, 0.373, -0.621], [-0.309, -0.883, -0.975], [-0.007, -0.159, -0.213], [0.849, -0.222, -0.759], [-1.444, 0.768, -0.414], [0.261, -1.034, -0.479], [0.103, -0.218, 0.302], [-0.137, 0.155, -0.152], [-0.173, -0.886, 0.292], [-0.134, 0.026, -0.194], [0.135, -0.886, -1.037], [0.352, -0.074, -0.275], [-0.716, 0.724, -2.098], [-1.372, -0.597, 2.964], [1.143, 0.354, -0.487], [-0.238, 0.315, -0.872], [-0.657, 0.391, -0.445], [-1.486, -0.040, -0.487], [0.438, -0.248, -0.376], [-0.696, 0.341, 0.141], [0.058, -0.179, -0.013], [0.936, 1.057, 0.499], [1.470, -0.437, -0.773], [3.620, -3.852, -4.857], [-0.173, -0.331, -0.255], [0.094, 0.211, 0.093], [-0.746, -0.118, 0.297], [0.946, -0.388, -0.508], [1.654, 0.013, -0.052], [0.518, 0.280, 1.042], [-0.719, -0.401, -0.778], [-2.212, -0.477, 1.580], [-1.539, -5.490, -6.406], [-0.093, -0.842, 0.290], [0.083, -0.195, -0.044], [0.408, -0.341, -0.060], [-0.141, -0.307, 0.742], [-0.187, 0.694, 0.183], [0.083, -0.252, -0.314], [-4.727, -10.675, 12.810], [-0.626, -0.857, 0.289], [-0.127, 0.075, 0.979], [6.121, 13.494, -5.254], [0.961, -0.298, -1.063], [0.108, 0.781, 0.453], [1.704, -2.305, -0.762], [0.094, -0.778, 0.440], [0.242, -0.098, -0.149], [-8.298, 11.871, 4.451], [-1.125, 0.277, 0.368], [-0.237, 0.359, 0.967]]}

Number 1: largest force on an atom 6.2 eV/Å. Number 2: largest force on an atom 17.3 eV/Å.